The following is a quantum chemistry calculation of a 5-piece molecular cluster, C26H49Br3N5O8P overall at a distorted geometry, from OMol25.

The geometry in XYZ format:
```
92
Properties=species:S:1:pos:R:3:forces:R:3:lowdin_charge:R:1
C 2.895900 3.765050 -3.552636 0.9789 0.4069 -0.2269 -0.119
C 3.331971 2.279872 -3.988809 -0.3661 0.4043 0.3557 -0.246
C 2.390419 1.115848 -3.344211 2.0910 0.9787 -1.8344 -0.664
Br 3.240670 0.617933 -1.614166 -0.5589 0.0959 -0.6170 0.808
O 1.059153 1.681946 -3.232082 -1.3348 -2.2080 1.5725 -0.307
P -0.072510 0.593792 -2.581271 0.6195 -4.6540 -0.1834 0.658
O 0.434590 -0.868547 -2.570216 -1.3311 4.6140 -0.0983 -0.296
O -0.739085 1.056749 -1.096827 2.0938 0.1564 -3.0824 -0.224
C 0.206207 1.731314 -0.221413 0.8016 1.1873 2.5089 -0.262
C 0.843909 0.784640 0.919865 -0.8448 0.4629 0.5918 -0.181
C 1.788446 1.666576 1.917928 -0.0361 0.3242 -0.6811 -0.169
C 3.291035 1.107649 2.020742 -0.2751 0.8200 1.2283 -0.187
N 3.396587 -0.369710 2.164489 1.2604 -1.4556 -1.4234 -0.188
C 2.697539 -1.295020 3.026555 3.0603 -3.0743 -2.5470 -0.061
C 3.281588 -2.687878 2.669376 0.7815 2.7886 -1.2211 -0.067
C 4.359163 -2.519234 1.546801 -2.6673 4.2807 2.1136 -0.061
C 4.369782 -0.997605 1.287870 -1.1345 -4.7016 1.9240 -0.119
O -1.401529 0.580761 -3.701140 0.2527 3.5438 2.8639 -0.195
C -2.276669 1.696369 -3.397594 -3.8366 -0.1070 0.1650 -0.666
Br -1.615056 3.575477 -3.243844 0.0818 -2.1557 -0.3639 0.758
C -3.685806 1.527749 -3.211142 2.8655 -0.6856 -0.4740 -0.631
C -4.413619 0.108251 -3.315296 -0.1283 1.3753 0.4964 -0.119
Br -4.886537 3.086552 -2.823312 1.2268 -1.6924 -0.4756 0.609
H 2.279729 3.822724 -2.594104 0.6692 -0.1994 -1.4740 0.069
H 3.860558 4.368297 -3.345770 -1.5472 -0.9146 -0.3366 0.081
H 2.387062 4.289074 -4.434968 0.3996 -0.7441 1.5301 0.079
H 3.261773 2.195390 -5.123124 0.1085 -0.0357 1.5251 0.101
H 4.434667 2.152362 -3.678697 -1.9364 -0.2947 -0.5412 0.102
H 2.463538 0.210600 -4.040051 -0.4811 1.1264 1.3801 0.085
H -0.403412 2.531295 0.352986 0.8320 -1.2623 -1.0984 0.141
H 1.042524 2.299763 -0.748003 -1.2119 -0.9468 0.2635 0.088
H -0.050534 0.440615 1.565429 1.4272 0.2022 -1.1622 0.118
H 1.392597 -0.128559 0.512303 -0.7954 1.3383 0.4662 0.088
H 1.282249 1.793960 2.950433 0.9670 -0.4966 -1.6296 0.113
H 1.882631 2.748786 1.512778 -0.1384 -1.6695 0.5631 0.115
H 3.917936 1.425120 1.108055 -1.1461 -0.6119 1.4647 0.090
H 3.775623 1.567304 2.966260 -0.7081 -0.4852 -1.5629 0.130
H 1.901302 -1.024074 3.787521 1.3504 -0.1693 -1.3634 0.105
H 3.014357 -3.719051 3.111893 0.2413 2.1039 -0.6956 0.059
H 4.999303 -3.316082 1.037509 -1.1914 1.4313 0.9334 0.084
H 5.071023 -0.516997 0.535446 -1.4313 -0.1117 1.3858 0.086
H -4.744986 -0.025829 -4.397745 0.5045 -0.0829 1.4793 0.090
H -5.352063 0.165492 -2.646247 1.5489 -0.2414 -1.1012 0.075
H -3.713371 -0.710521 -2.941078 -0.9535 1.1204 -0.7316 0.091
C 1.161930 -6.003861 4.412811 0.1839 0.0436 0.4683 -0.340
O 2.017210 -5.774533 3.577673 -0.0443 -0.0132 0.2843 -0.002
N 1.338360 -5.926698 5.761858 -0.3658 -0.1371 -0.7799 -0.200
C 0.269095 -6.215421 6.697380 0.3119 0.1716 0.0760 -0.062
C 2.637830 -5.543231 6.279367 0.1039 0.0343 -0.3028 -0.041
H 0.139776 -6.303059 4.127909 -0.0474 -0.0200 0.0789 0.130
H 0.081524 -5.328446 7.307182 -0.1604 -0.1836 0.1189 0.075
H 0.573800 -7.044322 7.341434 -0.1961 0.0310 0.0738 0.093
H -0.647751 -6.489073 6.172120 0.1325 0.0167 -0.0325 0.081
H 2.897096 -4.552250 5.898129 0.1462 -0.0797 0.0997 0.090
H 3.387151 -6.258781 5.931619 0.0713 0.1457 0.0851 0.094
H 2.626122 -5.525072 7.369771 -0.1149 -0.0260 -0.1349 0.089
C -2.526554 -4.202105 7.254061 -0.4532 -0.0301 -0.0096 -0.357
O -2.025476 -4.197313 8.363072 -0.2559 -0.0683 -0.1345 0.009
N -3.847228 -4.408271 6.986130 0.7608 0.1287 -0.1074 -0.204
C -4.370357 -4.399040 5.634626 -0.0822 -0.0337 0.2559 -0.061
C -4.758876 -4.644549 8.088993 0.2514 0.0351 0.2065 -0.045
H -1.923941 -4.032642 6.346415 -0.0787 -0.0031 -0.0899 0.129
H -5.126303 -3.614256 5.550050 -0.0021 -0.0767 -0.1907 0.089
H -4.826422 -5.369316 5.422015 -0.0362 0.0970 -0.1756 0.089
H -3.576814 -4.210545 4.909661 -0.0288 -0.0109 0.1330 0.085
H -4.732918 -3.786414 8.765162 -0.1022 -0.1471 0.0621 0.094
H -4.434605 -5.532194 8.637836 -0.1433 0.0923 0.0815 0.094
H -5.775247 -4.791400 7.721674 0.1611 0.0310 -0.0599 0.087
C 2.979583 -0.289060 -7.178404 -0.5271 -0.1227 -0.1271 -0.327
O 3.489850 -0.294849 -6.072057 -0.2613 0.0228 -0.0528 0.006
N 1.659350 -0.502244 -7.436428 0.8154 0.1856 -0.1154 -0.197
C 1.123600 -0.479515 -8.782492 -0.0726 -0.0345 0.2495 -0.061
C 0.759509 -0.760614 -6.327881 0.2845 -0.0410 0.2191 -0.032
H 3.572634 -0.103151 -8.088563 -0.0536 -0.0180 -0.0427 0.133
H 0.360566 0.300139 -8.849514 -0.0073 -0.0740 -0.1823 0.090
H 0.673424 -1.450595 -9.003530 -0.0353 0.0985 -0.1672 0.090
H 1.908713 -0.275062 -9.512274 -0.0273 -0.0182 0.1340 0.084
H 0.785630 0.088785 -5.640714 -0.1655 -0.1304 0.0411 0.073
H 1.096951 -1.652746 -5.794508 -0.1677 0.1049 0.1214 0.105
H -0.259275 -0.910922 -6.686678 0.1530 0.0564 -0.0326 0.093
C -2.179484 8.653280 -1.480530 -0.1493 -0.2857 -0.1706 -0.346
O -0.973848 8.600900 -1.631956 -0.2805 -0.1704 -0.0738 0.014
N -3.074456 7.746602 -1.968211 0.2621 0.6150 0.3533 -0.203
C -4.500540 7.874910 -1.746996 0.2012 -0.1848 -0.1326 -0.060
C -2.583372 6.617103 -2.733106 0.2245 0.2731 0.0468 -0.114
H -2.657474 9.470206 -0.915294 -0.0997 -0.0244 -0.0044 0.130
H -4.859292 6.992304 -1.211053 -0.1782 0.0951 -0.0206 0.088
H -5.006559 7.945668 -2.713308 -0.1661 0.0088 0.1239 0.090
H -4.726125 8.766221 -1.159302 0.1055 -0.0734 -0.0570 0.083
H -1.895001 6.038818 -2.112202 -0.0334 0.0120 -0.1188 0.043
H -2.041076 6.986556 -3.607495 0.0212 -0.1845 0.0066 0.098
H -3.409368 5.981856 -3.054941 0.0383 0.1312 0.1100 0.044
```
Forces are in eV/Å.

Properties
Highest occupied orbital energy = -7.46 eV
Orbital gap = 0.280 Ha
E = -270999.336 eV
Structure (SMILES) = CC[C@@H](Br)O[P@@](=O)(OCCCCn1cccc1)O/C(Br)=C(\C)Br.CN(C)C=O.CN(C)C=O.CN(C)C=O.CN(C)C=O